{
  "formula": "C20H47ClFNO3S",
  "method": "ωB97M-V/def2-TZVPD",
  "species": ["O", "S", "O", "F", "N", "Cl", "C", "C", "O", "H", "H", "H", "H", "H", "C", "C", "C", "C", "C", "C", "H", "H", "H", "H", "H", "H", "H", "H", "H", "H", "H", "H", "H", "H", "C", "C", "C", "C", "C", "C", "H", "H", "H", "H", "H", "H", "H", "H", "H", "H", "H", "H", "H", "H", "C", "C", "C", "C", "C", "C", "H", "H", "H", "H", "H", "H", "H", "H", "H", "H", "H", "H", "H", "H"],
  "xyz": [[-6.2677, 2.0813, 0.8604], [-5.9992, 0.7187, 0.6042], [-6.8785, -0.3298, 0.9436], [-4.6241, 0.4033, 1.3008], [-5.5795, 0.5782, -1.0021], [-4.9964, -1.0254, -1.3097], [-4.6127, 1.5706, -1.5365], [-5.1749, 2.9856, -1.7180], [-4.7381, 3.9326, -0.7611], [-4.3519, 1.1754, -2.5164], [-3.6909, 1.5809, -0.9471], [-4.8916, 3.3322, -2.7164], [-6.2612, 2.9552, -1.6523], [-3.8054, 3.7873, -0.5703], [-1.5099, 2.6170, 0.6877], [-1.7175, 3.8260, 1.5945], [-1.0340, 5.0933, 1.0832], [0.4875, 4.9942, 0.9555], [1.2153, 4.6174, 2.2451], [1.0185, 5.6262, 3.3723], [-0.4589, 2.3393, 0.5990], [-2.0476, 1.7472, 1.0695], [-1.8751, 2.8239, -0.3231], [-1.3649, 3.5861, 2.6006], [-2.7893, 4.0224, 1.6924], [-1.2947, 5.9252, 1.7420], [-1.4479, 5.3504, 0.1019], [0.8679, 5.9575, 0.6019], [0.7442, 4.2684, 0.1785], [2.2825, 4.5293, 2.0265], [0.8942, 3.6274, 2.5812], [1.3574, 6.6189, 3.0684], [1.5847, 5.3372, 4.2585], [-0.0293, 5.7055, 3.6660], [-1.2202, -0.6976, -1.0080], [-0.0445, -1.6675, -1.0546], [0.7055, -1.6456, -2.3843], [-0.1251, -2.0589, -3.6004], [-0.7561, -3.4467, -3.4972], [0.2665, -4.5699, -3.3556], [-1.9740, -0.9406, -1.7576], [-1.7089, -0.7233, -0.0322], [-0.8838, 0.3273, -1.1862], [-0.3953, -2.6797, -0.8338], [0.6596, -1.4110, -0.2580], [1.5831, -2.2933, -2.3066], [1.0939, -0.6361, -2.5544], [0.5173, -2.0251, -4.4859], [-0.9143, -1.3218, -3.7748], [-1.3588, -3.6217, -4.3921], [-1.4517, -3.4793, -2.6537], [0.9591, -4.5735, -4.2000], [-0.2235, -5.5436, -3.3215], [0.8535, -4.4678, -2.4412], [5.3408, -1.8261, 2.8321], [5.5160, -3.0652, 1.9596], [4.9223, -2.9144, 0.5600], [3.4131, -2.6686, 0.5268], [2.5665, -3.7379, 1.2131], [2.6978, -5.1164, 0.5727], [4.2877, -1.5994, 3.0052], [5.8094, -1.9647, 3.8072], [5.7989, -0.9528, 2.3627], [5.0748, -3.9305, 2.4620], [6.5822, -3.2851, 1.8618], [5.1604, -3.8072, -0.0250], [5.4195, -2.0821, 0.0517], [3.0977, -2.5879, -0.5186], [3.1937, -1.6975, 0.9807], [1.5187, -3.4273, 1.1725], [2.8224, -3.8009, 2.2743], [2.4183, -5.0821, -0.4831], [2.0480, -5.8408, 1.0655], [3.7185, -5.4966, 0.6365]],
  "atomic_forces_ev_per_a": [[-0.015, -0.046, -0.030], [0.010, 0.083, -0.286], [0.047, -0.069, 0.074], [-0.037, 0.016, 0.042], [0.191, -0.037, 0.362], [-0.181, 0.027, -0.079], [0.055, 0.110, -0.225], [0.080, 0.072, 0.146], [0.009, -0.167, 0.097], [-0.038, -0.032, 0.015], [-0.036, -0.027, 0.087], [-0.063, -0.066, -0.053], [-0.003, 0.042, -0.085], [-0.010, 0.063, -0.048], [-0.080, -0.004, 0.118], [-0.014, 0.002, -0.070], [0.005, 0.010, 0.014], [-0.006, -0.017, -0.020], [0.014, 0.048, 0.011], [0.012, -0.059, 0.001], [0.012, 0.020, 0.004], [-0.005, -0.009, -0.040], [0.082, -0.010, -0.063], [0.002, 0.017, 0.010], [-0.001, -0.015, 0.025], [0.009, 0.006, -0.002], [-0.011, 0.000, 0.002], [0.010, 0.001, 0.006], [-0.011, 0.003, -0.003], [0.001, -0.015, 0.006], [-0.001, -0.010, -0.014], [-0.021, 0.012, -0.002], [0.003, 0.014, 0.002], [-0.002, 0.008, -0.002], [0.009, -0.037, 0.057], [0.028, 0.090, 0.027], [0.043, -0.017, -0.019], [-0.029, 0.013, 0.015], [0.033, -0.023, -0.033], [-0.058, 0.003, 0.019], [-0.006, 0.001, -0.016], [-0.021, 0.018, -0.012], [-0.006, -0.001, -0.025], [0.016, -0.011, -0.012], [-0.003, -0.027, 0.011], [-0.005, -0.004, -0.016], [0.001, 0.002, 0.012], [-0.005, -0.012, -0.007], [0.007, 0.005, 0.009], [-0.010, -0.006, 0.008], [-0.010, 0.017, -0.001], [0.022, 0.008, 0.011], [0.011, -0.005, -0.007], [0.006, 0.002, -0.002], [0.006, -0.055, 0.014], [0.020, 0.047, 0.005], [-0.004, -0.041, -0.015], [-0.008, 0.077, 0.016], [-0.038, -0.058, -0.071], [-0.018, 0.012, 0.066], [-0.001, 0.006, -0.003], [0.004, 0.013, -0.001], [-0.020, 0.013, -0.007], [-0.002, -0.013, -0.014], [-0.002, -0.013, 0.009], [-0.010, 0.000, -0.002], [0.008, 0.002, 0.007], [-0.003, 0.000, 0.001], [0.004, 0.003, -0.009], [0.001, 0.005, 0.023], [0.011, 0.023, 0.003], [0.025, -0.002, -0.011], [-0.003, -0.005, -0.015], [0.004, 0.001, -0.013]],
  "lowdin_charge": [-0.207, 0.524, -0.241, -0.162, -0.596, 0.713, -0.243, -0.235, -0.062, 0.103, 0.095, 0.118, 0.122, 0.053, -0.117, -0.257, -0.224, -0.229, -0.271, -0.111, 0.071, 0.066, 0.060, 0.103, 0.106, 0.104, 0.108, 0.110, 0.100, 0.104, 0.097, 0.075, 0.069, 0.065, -0.117, -0.262, -0.225, -0.225, -0.267, -0.105, 0.040, 0.069, 0.070, 0.102, 0.095, 0.087, 0.112, 0.110, 0.100, 0.104, 0.097, 0.077, 0.071, 0.050, -0.112, -0.270, -0.226, -0.233, -0.263, -0.102, 0.064, 0.069, 0.074, 0.098, 0.104, 0.102, 0.110, 0.093, 0.101, 0.093, 0.100, 0.062, 0.071, 0.067],
  "gap_ev": 10.82,
  "e_lumo_ev": 0.15,
  "homo_energy_ev": -10.7,
  "max_force_ha_per_bohr": 0.0080
}